Entry 1:
Below is C19H10Br3N5OsS2 as an isolated structure, with properties calculated with the ωB97M-V functional and the def2-TZVPD basis.

Structure (XYZ):
```
40
Properties=species:S:1:pos:R:3:forces:R:3
Os 0.299 0.206 0.559 -0.0508 -0.0740 0.1654
Br -2.156 -2.677 -5.022 0.0045 0.0063 0.0078
C -1.496 -1.821 -3.511 -0.0153 0.0072 0.0080
C -2.206 -0.786 -2.914 0.0184 -0.0201 -0.0117
C -1.678 -0.187 -1.791 0.0235 -0.0556 -0.0424
N -0.506 -0.560 -1.256 -0.0405 0.0109 -0.0409
C 0.183 -1.568 -1.832 0.0070 0.0055 0.0115
C -0.282 -2.218 -2.956 -0.0020 0.0081 -0.0077
C 1.443 -1.917 -1.144 0.0172 0.0060 0.0350
C 2.355 -2.824 -1.634 -0.0271 0.0046 -0.0236
C 3.517 -3.088 -0.911 -0.0113 0.0094 0.0073
Br 4.754 -4.308 -1.555 0.0123 -0.0104 -0.0003
C 3.729 -2.426 0.292 -0.0053 0.0177 0.0253
C 2.785 -1.525 0.725 0.0204 -0.0482 -0.0498
N 1.659 -1.260 0.028 0.0157 0.0483 0.0462
H -3.156 -0.457 -3.311 -0.0001 0.0058 0.0021
H -2.202 0.616 -1.295 -0.0314 0.0197 0.0170
H 0.269 -3.031 -3.404 -0.0009 0.0082 0.0072
H 2.185 -3.326 -2.575 0.0026 0.0002 0.0127
H 4.612 -2.607 0.888 0.0031 -0.0055 -0.0082
H 2.912 -0.999 1.659 -0.0075 0.0079 -0.0010
S 1.134 1.028 2.528 -0.0112 -0.0505 -0.0595
C 0.214 0.306 3.729 -0.0510 -0.0159 0.0069
C 0.483 0.647 5.090 -0.0120 -0.0231 -0.0114
N 0.708 0.927 6.181 0.0003 0.0015 0.0006
C -0.797 -0.594 3.390 0.0306 0.0426 -0.0119
S -1.094 -0.911 1.763 0.0577 0.0516 -0.0494
C -1.615 -1.263 4.348 0.0499 -0.0047 0.0297
N -2.274 -1.814 5.111 -0.0192 0.0068 -0.0166
Br -3.612 4.457 1.614 -0.0006 0.0007 0.0002
C -2.182 3.801 0.609 -0.0071 -0.0024 0.0132
C -1.611 4.544 -0.415 -0.0082 0.0087 0.0029
C -0.546 4.003 -1.119 0.0157 -0.0215 0.0124
C -0.092 2.745 -0.785 -0.0329 0.0430 -0.0362
N -0.651 2.029 0.206 0.0650 -0.0046 -0.0600
C -1.676 2.544 0.900 -0.0005 0.0153 0.0334
H -1.991 5.529 -0.651 -0.0014 -0.0015 -0.0012
H -0.070 4.550 -1.920 -0.0003 0.0048 0.0027
H 0.738 2.290 -1.320 -0.0119 -0.0062 -0.0002
H -2.089 1.948 1.702 0.0044 0.0033 -0.0153
```
Forces are in eV/Å.

The gap between HOMO and LUMO (alpha / beta) comes out at 6.48 / 6.48 eV. As for the net charge: +2. Its energy above the lowest of the compared OMol25 structures with the same formula, charge and spin is 0.0000 eV.


Entry 2:
Below is H52NaO26 as an isolated structure in a non-equilibrium geometry, with properties calculated with the ωB97M-V functional and the def2-TZVPD basis.

Structure (XYZ):
```
79
Properties=species:S:1:pos:R:3:forces:R:3
Na 0.266 -0.474 0.045 -0.0701 0.1581 0.0840
O -0.815 -2.510 -1.160 1.0302 0.5228 -0.3416
H -1.243 -2.747 -0.337 -0.5424 -0.0743 0.1592
H -1.531 -2.443 -1.792 -0.3166 0.1502 0.0882
O 1.139 -2.969 4.111 0.3453 0.1313 -0.1024
H 1.799 -3.641 3.940 0.2080 -0.3465 -0.0305
H 1.215 -2.792 5.048 -0.2633 0.0163 0.4279
O 0.204 -4.264 -3.185 0.2707 -0.1562 -0.3973
H -0.418 -3.944 -3.838 -0.0631 -0.0863 -0.2659
H -0.088 -3.871 -2.362 -0.0150 0.1785 0.5053
O -3.397 3.262 -1.719 -0.1704 0.2289 -0.0821
H -3.317 2.372 -2.060 0.0599 -0.3061 -0.3609
H -2.646 3.363 -1.134 0.2327 0.1784 0.1729
O 2.327 -4.886 -0.890 0.0931 0.0041 -0.1565
H 1.665 -4.370 -0.431 -0.2090 0.1824 0.0668
H 2.837 -5.298 -0.192 0.1574 -0.2003 0.1449
O 1.457 3.889 -0.573 0.1840 0.3043 0.7710
H 2.361 4.131 -0.771 0.2463 0.2828 0.0674
H 1.051 3.754 -1.429 -0.3418 -0.3125 -0.8120
O -4.034 -1.175 -0.867 0.2923 -0.3041 -0.8041
H -4.219 -2.036 -1.243 -0.0231 -0.2577 -0.1373
H -4.440 -1.199 -0.001 -0.3892 0.4456 0.6626
O -0.731 -1.068 -4.258 0.4708 0.0359 0.1320
H -0.840 -0.740 -5.150 0.0133 -0.0055 -0.4777
H -1.401 -1.746 -4.168 -0.2067 -0.1762 -0.0396
O 1.125 0.251 -2.320 -0.0569 -0.7637 0.5842
H 1.227 1.125 -2.697 0.0534 0.5353 0.0925
H 0.815 -0.289 -3.047 -0.5458 -0.2669 -0.3131
O -0.282 -1.805 2.076 0.2700 -0.3914 -1.5476
H -0.845 -1.496 2.786 -0.6789 0.5120 0.5617
H 0.389 -2.329 2.513 0.1868 -0.0314 0.2520
O -4.769 0.033 1.433 -0.1530 -0.5259 0.1633
H -4.273 0.816 1.674 0.2924 0.5819 -0.0380
H -5.638 0.174 1.809 -0.2697 0.0021 0.0222
O 4.317 1.052 0.841 0.0904 -0.1095 0.2475
H 4.794 1.871 0.706 0.2573 0.3113 0.0728
H 4.772 0.417 0.288 0.0698 -0.2271 -0.1725
O -3.528 2.823 1.376 -0.7263 -0.7084 0.3709
H -3.629 3.308 2.195 -0.0959 0.0814 0.2559
H -2.698 3.134 1.014 0.5886 0.2918 -0.2366
O -1.388 -0.359 4.080 -0.6645 -0.9193 0.5765
H -2.106 0.234 4.303 -0.2368 -0.0219 0.0369
H -0.665 0.220 3.840 0.4575 0.7515 -0.5498
O 2.649 -1.702 0.617 -0.3732 0.3364 0.5925
H 3.417 -1.585 1.176 0.1149 -0.0149 0.2054
H 2.993 -2.098 -0.184 0.0903 -0.4484 -0.9134
O 0.420 1.269 3.090 -1.0254 0.4517 0.6689
H 0.749 1.376 2.197 0.3144 -0.0546 -0.7106
H 1.152 0.880 3.570 0.7201 -0.1447 0.2495
O -2.651 0.786 -3.432 -0.3945 0.4633 -0.1250
H -2.910 0.140 -2.776 -0.1763 -0.1765 0.4024
H -1.807 0.473 -3.758 0.2296 -0.1204 0.1692
O 1.677 1.572 0.783 -0.7177 -0.6850 0.1545
H 2.600 1.384 0.953 0.6251 -0.4381 -0.0825
H 1.671 2.475 0.466 -0.3110 0.6583 -0.5845
O -2.498 -3.647 0.540 -0.1684 -0.1158 -0.0764
H -3.198 -4.115 0.995 -0.2606 -0.0880 0.0910
H -1.725 -3.777 1.090 0.2287 -0.0522 0.5813
O 3.907 0.860 -2.781 0.1214 0.6150 0.0187
H 4.170 0.225 -2.115 -0.0601 -0.2883 0.0394
H 3.933 0.370 -3.603 0.1031 -0.1867 -0.1983
O 0.758 3.036 -3.060 0.1501 -0.1568 0.0859
H 0.060 3.344 -3.639 -0.5247 0.0935 -0.1293
H 1.567 3.267 -3.516 0.4140 0.1180 -0.2508
O 2.982 -2.078 -2.094 0.4162 0.1128 0.2086
H 2.753 -2.610 -2.856 -0.0671 -0.5830 -0.0739
H 2.406 -1.315 -2.153 -0.3352 0.6641 -0.0424
O 2.583 -0.148 3.874 0.3006 0.1918 0.2590
H 2.299 -1.033 4.101 -0.2629 -0.4407 0.0271
H 3.063 -0.253 3.053 0.1814 0.1254 -0.2426
O -2.033 0.415 0.128 1.0397 0.1106 0.0261
H -2.593 1.140 0.404 -0.1293 0.3488 0.1500
H -2.635 -0.318 -0.003 -0.3596 -0.4044 -0.2991
O -1.309 3.921 0.348 -0.1745 -0.1224 -0.1264
H -0.380 3.766 0.177 0.4705 -0.0246 0.0465
H -1.339 4.794 0.740 0.0066 0.4021 0.1132
O 0.680 4.144 3.198 -0.0947 0.7358 -0.2038
H 1.593 3.864 3.136 0.1527 -0.1148 0.1010
H 0.177 3.395 2.876 -0.0760 -0.4625 0.2159
```
Forces are in eV/Å.

The gap between HOMO and LUMO comes out at 9.57 eV. As for the net charge: +1.


Entry 3:
Below is C7H3BF4NO5S4W as an isolated structure, with properties calculated with the ωB97M-V functional and the def2-TZVPD basis.

Structure (XYZ):
```
26
Properties=species:S:1:pos:R:3:forces:R:3
W 0.700 -0.358 -0.814 -0.3069 0.1007 0.7149
O -0.639 5.406 1.327 -0.0117 -0.0338 -0.0234
C -0.355 4.146 0.933 -0.0612 0.1776 0.0137
C 0.603 3.367 1.575 0.0107 -0.1837 -0.0617
C 0.835 2.103 1.082 0.0606 0.1006 -0.0267
N 0.189 1.639 0.020 -0.0193 -0.1352 -0.1947
C -0.789 2.348 -0.543 0.0163 -0.0604 0.0209
C -1.093 3.620 -0.129 0.0695 -0.1172 -0.0212
C -1.565 1.526 -1.548 0.1626 0.2617 0.1148
O -2.494 2.006 -2.157 -0.0268 -0.1095 -0.0453
O -1.135 0.308 -1.575 -0.2064 -0.1795 0.1053
C 1.724 1.056 1.705 0.1198 0.1765 -0.1804
O 2.289 1.251 2.755 -0.0523 -0.0288 0.0055
O 1.721 -0.020 0.987 -0.1272 -0.0831 -0.0776
H -0.068 5.653 2.063 0.0105 -0.0091 0.0072
H 1.154 3.690 2.449 -0.0164 0.0438 0.0071
H -1.894 4.161 -0.610 0.0045 0.0528 0.0328
S 1.502 0.912 -2.769 0.0414 0.2016 0.0869
S 1.213 -0.615 -4.102 0.0419 -0.1356 -0.1467
S 0.505 -1.897 -2.634 0.1213 0.0998 -0.0746
S -0.379 -1.944 0.127 0.2392 0.0273 -0.2746
F 4.714 -0.232 -1.896 0.0396 -0.0067 -0.0346
B 4.021 -0.079 -0.727 0.0525 -0.0125 -0.0937
F 2.760 -0.987 -0.906 -0.1817 -0.0525 0.0348
F 3.556 1.219 -0.548 -0.0321 -0.0602 0.0393
F 4.664 -0.572 0.370 0.0514 -0.0343 0.0719
```
Forces are in eV/Å.

The gap between HOMO and LUMO (alpha / beta) comes out at 5.65 / 5.65 eV. As for the net charge: -1. Its energy above the lowest of the compared OMol25 structures with the same formula, charge and spin is 0.7766 eV.


Entry 4:
Below is an isolated molecule of C2H3N3OS in a non-equilibrium geometry, with properties calculated with the ωB97M-V functional and the def2-TZVPD basis.

Structure (XYZ):
```
10
Properties=species:S:1:pos:R:3:forces:R:3
C 2.256 -0.729 0.506 -2.3215 0.2163 0.2037
C -0.062 -0.126 -0.136 -2.2895 -0.5515 -2.7579
N 3.378 -1.026 0.813 1.4015 -1.1672 0.9872
N 1.077 -0.593 0.515 0.5288 0.0268 -0.2417
N 4.576 0.640 -0.459 -1.1745 3.8138 -2.6160
O 5.317 1.308 -1.190 0.0132 -1.3363 1.2456
S 4.857 -0.674 0.338 2.3503 -1.9373 0.6644
H 0.173 0.693 -0.883 -0.3607 -0.3602 1.4988
H -0.596 -0.872 -0.864 1.3441 0.5540 1.3208
H -0.871 0.038 0.593 0.5083 0.7416 -0.3049
```
Forces are in eV/Å.

The gap between HOMO and LUMO (alpha / beta) comes out at 8.61 / 8.61 eV. Its energy above the lowest of the compared OMol25 structures with the same formula, charge and spin is 4.2167 eV.